A cluster of 3 separate species, C15H14O12S in total. Source: the OMol25 dataset; level of theory: ωB97M-V/def2-TZVPD.

highest occupied orbital energy: -9.72 eV
ΔE to the lowest compared entry with this formula, charge and spin: 0.00 kJ/mol
Kohn-Sham gap: 7.9 eV

Geometry as ORCA input:
```
! wB97M-V def2-TZVPD RIJCOSX def2/J DEFGRID3
* xyz 0 1
O 1.78173 5.81498 2.24748
C 1.36080 4.90757 1.55670
C 2.10960 4.26805 0.49508
C 1.52789 3.28799 -0.20963
O 2.10670 2.65446 -1.21424
C 0.11751 2.82735 0.07181
O -0.30155 1.92773 -0.64244
C -0.62982 3.45804 1.12740
C -0.04773 4.43770 1.83493
O -0.63211 5.07758 2.82630
H 3.11580 4.61017 0.30066
H 1.45954 1.99839 -1.55282
H -1.63141 3.11004 1.32924
H 0.01571 5.72877 3.15512
O 2.14501 -2.51950 -5.85831
C 1.64390 -2.36375 -4.76336
C 1.95914 -1.28069 -3.85673
C 1.34091 -1.21946 -2.66933
O 1.56063 -0.24205 -1.80303
C 0.33266 -2.27078 -2.23190
O -0.13118 -2.19237 -1.10540
C 0.00451 -3.33624 -3.14837
C 0.61389 -3.38375 -4.34240
O 0.39080 -4.31257 -5.24701
H 2.68121 -0.54366 -4.17753
H 0.96114 -0.39944 -1.04564
H -0.71988 -4.07448 -2.83602
H 0.97078 -4.10680 -6.00546
C -2.06287 -1.04485 0.83605
O -3.14634 -0.95552 1.76772
C -2.86528 -0.98760 3.08120
O -3.29885 -0.16759 3.87922
C -2.13187 -2.23382 3.54146
S -0.42103 -1.91998 3.92924
O -0.13752 -2.49380 5.20372
O -0.08431 -0.57124 3.59463
H -2.39829 -1.60798 -0.01550
H -1.77045 -0.05573 0.53686
H -1.19932 -1.55069 1.23711
H -2.60960 -2.60321 4.43114
H -2.12312 -2.98206 2.76545
H 0.14268 -2.68918 2.97659
*
```

Results of the Löwdin charge analysis, in e, for atoms 1 through 8: 0.1097 -0.3117 0.0755 -0.2328 0.1140 -0.3034 0.0820 0.0772


A structure of composition C15H15BN8O2Sm. Source: the OMol25 dataset; level of theory: ωB97M-V/def2-TZVPD.

highest occupied orbital energy (alpha / beta): -11.11 / -11.11 eV
ΔE to the lowest compared entry with this formula, charge and spin: 0.00 kJ/mol
Kohn-Sham gap (alpha / beta): 7.5 / 8.0 eV

Geometry as ORCA input:
```
! wB97M-V def2-TZVPD RIJCOSX def2/J DEFGRID3
* xyz 1 6
Sm 0.03645 0.04614 -1.06894
C 3.04027 2.44266 1.00481
C 1.88410 2.46888 0.13824
N 1.76898 1.32493 -0.52192
N 2.75549 0.47220 -0.01135
C 3.52586 1.12593 0.90341
B 3.07989 -0.95138 -0.49943
N 2.06061 -2.00137 -0.03574
C 2.33940 -3.19831 0.52688
C 1.11701 -3.83209 0.79568
C 0.12413 -2.98596 0.21001
N 0.74620 -1.89868 -0.32646
N 2.97989 -0.91793 -2.03311
C 3.93440 -1.13974 -2.92585
C 3.39755 -1.05422 -4.22613
C 2.04157 -0.64032 -4.03224
N 1.78064 -0.57964 -2.69150
H 3.44347 3.20751 1.64878
H 1.23759 3.31487 -0.02624
H 4.39261 0.69627 1.44033
H 4.15625 -1.26120 -0.08983
H 3.37010 -3.54770 0.67256
H 0.91269 -4.80160 1.23362
H -0.96473 -3.15054 0.07168
H 4.91845 -1.40012 -2.55865
H 3.90846 -1.31655 -5.16865
H 1.29423 -0.43750 -4.79224
O -0.49901 0.28097 1.09947
N -1.66553 0.67191 1.50575
N -2.57806 0.75816 0.51741
O -2.25436 0.55715 -0.74740
C -3.83500 1.07366 1.04884
C -3.85597 1.11215 2.47135
C -4.94311 1.64071 3.12038
C -6.00702 2.14529 2.35149
C -6.02677 1.95568 0.96505
C -4.97145 1.38876 0.29990
H -2.99018 0.81796 3.10248
H -4.92249 1.63287 4.19852
H -6.80277 2.65781 2.82880
H -6.92490 2.19778 0.37148
H -5.00492 1.12461 -0.77123
*
```

Results of the Löwdin charge analysis, in e, for atoms 1 through 8: 1.8259 -0.0030 -0.0998 -0.1590 -0.0210 -0.0226 -0.5462 -0.0356


A cluster of 2 separate species, C15H15Br2NO2S in total. Source: the OMol25 dataset; level of theory: ωB97M-V/def2-TZVPD.

highest occupied orbital energy: -7.76 eV
Kohn-Sham gap: 8.4 eV

Geometry as ORCA input:
```
! wB97M-V def2-TZVPD RIJCOSX def2/J DEFGRID3
* xyz 0 1
O 3.91339 -0.99300 0.12271
O 4.87664 -0.62179 -0.82148
C 4.34174 0.45535 -1.63765
C 3.60968 1.43943 -0.71431
C 4.37432 2.27710 0.11094
C 3.68743 3.13430 0.96103
C 2.29777 3.15472 1.00775
C 1.51816 2.33702 0.19047
C 2.22160 1.47699 -0.67436
S 1.18527 0.41670 -1.69093
C -0.09146 0.01232 -0.48948
C -0.61190 -1.27440 -0.39266
C -1.58421 -1.54759 0.56429
C -2.01191 -0.49231 1.37630
C -1.49430 0.78462 1.28340
C -0.48859 1.05977 0.33489
N 0.09284 2.36965 0.25079
H 4.23558 -0.71775 0.99532
H 3.63427 -0.02132 -2.33217
H 5.14944 0.94991 -2.19042
H 5.46209 2.21751 0.06076
H 4.26533 3.77862 1.63133
H 1.81306 3.83234 1.71757
H -0.23537 -2.06472 -1.04678
H -1.94660 -2.57334 0.63425
H -2.79490 -0.70828 2.10939
H -1.84046 1.59776 1.92919
H -0.10940 2.78613 1.15928
Br -6.87928 -2.71487 1.14140
C -6.18271 -3.03911 -0.64699
C -4.67865 -2.96772 -0.67206
Br -4.04493 -1.12889 -0.61482
H -6.65268 -2.31568 -1.30585
H -6.52301 -4.03990 -0.90824
H -4.29274 -3.37242 -1.60636
H -4.21547 -3.48714 0.16351
*
```

Results of the Löwdin charge analysis, in e, for atoms 1 through 8: -0.0366 -0.1505 -0.1363 -0.2318 -0.0418 -0.0840 -0.0319 -0.2536